{
  "formula": "C5H8O2",
  "method": "the ωB97M-V functional and the def2-TZVPD basis",
  "relative_energy_kj_mol": 481.63,
  "molar_mass_g_mol": 100.117,
  "e_lumo_ev": 0.41,
  "e_homo_ev": -8.2,
  "total_energy_ev": -9404.840,
  "elements": ["C", "H", "C", "O", "C", "H", "H", "O", "H", "H", "H", "C", "H", "C", "H"],
  "positions_angstrom": [[-0.559, 1.051, -0.483], [1.192, -1.212, 1.767], [-0.527, -0.385, -0.363], [-0.262, -1.077, -1.509], [1.623, 0.594, 0.689], [1.464, -1.443, -0.020], [-0.789, 1.477, -1.458], [1.496, 1.263, -0.382], [-0.721, 1.686, 0.376], [-2.087, -0.082, 1.106], [0.500, -0.643, -1.921], [1.246, -0.748, 0.781], [-2.549, -1.136, -0.353], [-1.816, -0.498, 0.143], [1.790, 1.154, 1.628]],
  "forces_ev_per_a": [[-0.4, -0.1, 0.1], [0.1, 0.2, -0.2], [-0.2, 0.2, 0.0], [0.2, 0.0, 0.0], [-0.2, -0.1, 0.1], [0.0, 0.1, 0.0], [0.1, -0.1, 0.1], [0.1, -0.1, 0.1], [0.1, -0.2, 0.0], [0.2, 0.0, -0.2], [0.0, -0.1, 0.0], [0.0, 0.0, 0.0], [0.2, 0.2, 0.1], [0.0, 0.1, 0.0], [0.0, -0.1, -0.1]],
  "nbo_charge": [-0.208, 0.212, 0.270, -0.684, 0.267, 0.226, 0.225, -0.629, 0.226, 0.220, 0.491, -0.596, 0.222, -0.370, 0.127]
}